1.
Density functional theory data (wB97M-V/def2-TZVPD) for a 2-piece molecular cluster, C4H4O2 overall.

The orbital gap comes out at 0.3542 Ha. Its LUMO energy is 0.6 eV. The spin multiplicity is 1. Its structure (SMILES) is C1=CC1.O=C=O. The calculation puts the HOMO energy at -0.3321 Eh.

The geometry in XYZ format:
```
10
Properties=species:S:1:pos:R:3:mulliken_charge:R:1
C -1.199 -0.783 0.675 -0.27
C -0.769 0.460 0.500 -0.41
C -1.358 -0.183 -0.642 -0.45
H -1.489 -1.615 1.320 0.33
H -0.596 1.434 0.808 0.42
H -0.736 -0.607 -1.451 0.17
H -2.353 0.185 -1.002 0.20
O 2.070 -0.488 -0.055 -0.34
C 2.845 0.358 -0.085 0.70
O 3.586 1.239 -0.069 -0.37
```

---

2.
Density functional theory data (wB97M-V/def2-TZVPD) for the molecule C4H4O2.

The orbital gap (alpha / beta) comes out at 0.2482 / 0.2679 Ha. Its LUMO energy (alpha / beta) is -1.7 / -1.7 eV. The spin multiplicity is 1. The calculation puts the HOMO energy (alpha / beta) at -0.3089 / -0.3296 Eh.

The geometry in XYZ format:
```
10
Properties=species:S:1:pos:R:3:mulliken_charge:R:1
O -0.327 -1.662 -0.199 -0.49
C 0.003 -0.395 -0.085 0.68
C 1.430 -0.115 -0.470 0.14
O 2.147 -1.027 -0.814 -0.50
C -0.760 0.653 0.368 -0.30
C -2.186 0.668 0.465 -0.64
H 0.495 -2.134 -0.463 0.40
H -0.109 1.508 0.604 0.22
H 1.753 0.940 -0.482 0.31
H -2.447 1.563 1.076 0.18
```

---

Tell me which of them is the most stable. Sure, it is 1.

---

1.
Density functional theory data (wB97M-V/def2-TZVPD) for the molecule C4H4O2.

The orbital gap comes out at 0.3905 Ha. Its LUMO energy is 1.0 eV. The spin multiplicity is 1. Its structure (SMILES) is O=C1C[C@H]2O[C@@H]12. The calculation puts the HOMO energy at -0.3552 Eh.

The geometry in XYZ format:
```
10
Properties=species:S:1:pos:R:3:mulliken_charge:R:1
O -0.288 2.219 0.522 -0.54
C -0.147 1.104 0.094 0.37
C -1.044 -0.134 0.087 -0.60
C 0.260 -0.934 0.120 0.01
O 0.792 -0.815 -1.164 -0.40
C 1.081 0.264 -0.235 -0.23
H -1.540 -0.218 -0.885 0.24
H -1.720 -0.271 0.925 0.31
H 0.486 -1.765 0.780 0.41
H 2.122 0.550 -0.243 0.45
```

---

2.
Density functional theory data (wB97M-V/def2-TZVPD) for the molecule C4H4O2.

The orbital gap comes out at 0.3357 Ha. Its LUMO energy is -0.2 eV. The spin multiplicity is 1. The calculation puts the HOMO energy at -0.3439 Eh.

The geometry in XYZ format:
```
10
Properties=species:S:1:pos:R:3:mulliken_charge:R:1
O -0.243 1.771 1.175 -0.50
C -0.087 1.538 -0.189 -0.06
C -0.658 0.340 -0.822 -0.42
O -1.078 -0.498 0.200 -0.32
C -0.434 -1.598 -0.155 0.09
C 0.299 -2.519 -0.382 -0.14
H -0.476 0.925 1.584 0.35
H 0.983 1.395 -0.481 0.25
H -0.428 2.389 -0.786 0.35
H 0.914 -3.358 -0.592 0.40
```

---

3.
Density functional theory data (wB97M-V/def2-TZVPD) for the molecule C4H4O2.

The orbital gap comes out at 0.3871 Ha. Its LUMO energy is 0.7 eV. The spin multiplicity is 1. Its structure (SMILES) is COC#CC=O. The calculation puts the HOMO energy at -0.3632 Eh.

The geometry in XYZ format:
```
10
Properties=species:S:1:pos:R:3:mulliken_charge:R:1
C -1.956 0.298 -0.273 -0.65
O -0.942 0.889 -1.119 -0.42
C 0.236 0.502 -0.759 0.65
C 1.280 0.078 -0.323 -0.02
C 2.383 -0.612 0.294 -0.25
O 2.253 -1.229 1.330 -0.44
H -2.892 0.791 -0.526 0.23
H -2.012 -0.775 -0.477 0.31
H -1.694 0.465 0.775 0.32
H 3.350 -0.573 -0.235 0.27
```

---

Tell me which of them is the most stable. Sure, it is 1.

---

1.
Density functional theory data (wB97M-V/def2-TZVPD) for C4H4O2 as an isolated structure.

The orbital gap comes out at 0.3714 Ha. Its LUMO energy is 0.7 eV. The spin multiplicity is 1. The calculation puts the HOMO energy at -0.3444 Eh.

The geometry in XYZ format:
```
10
Properties=species:S:1:pos:R:3:mulliken_charge:R:1
C -1.081 0.436 0.286 -0.80
C 0.113 -0.183 0.079 0.87
C -1.862 -0.551 -0.224 0.80
C 1.462 0.354 0.123 -1.25
O -2.648 -1.273 -0.672 -0.36
O -0.154 -1.369 -0.316 -0.57
H -1.556 1.405 0.628 0.27
H 2.103 -0.469 0.052 0.41
H 1.792 0.986 0.916 0.33
H 1.832 0.664 -0.872 0.29
```

---

2.
Density functional theory data (wB97M-V/def2-TZVPD) for the molecule C4H4O2.

The orbital gap comes out at 0.3630 Ha. Its LUMO energy is 0.6 eV. The spin multiplicity is 1. Its structure (SMILES) is COc1cc1=O. The calculation puts the HOMO energy at -0.3415 Eh.

The geometry in XYZ format:
```
10
Properties=species:S:1:pos:R:3:mulliken_charge:R:1
C 1.576 0.609 -0.045 -0.61
O 0.199 1.022 -0.089 -0.35
C -0.717 0.147 -0.108 0.36
C -0.974 -1.184 0.089 -0.33
C -2.098 -0.249 -0.060 0.35
O -3.272 0.098 -0.027 -0.59
H 2.311 1.517 0.252 0.21
H 1.793 0.236 -1.119 0.29
H 1.757 -0.061 0.793 0.31
H -0.576 -2.135 0.313 0.36
```

---

3.
Density functional theory data (wB97M-V/def2-TZVPD) for the molecule C4H4O2.

The orbital gap (alpha / beta) comes out at 0.2385 / 0.2385 Ha. Its LUMO energy (alpha / beta) is -0.3 / -0.3 eV. The spin multiplicity is 1. The calculation puts the HOMO energy (alpha / beta) at -0.2479 / -0.2480 Eh.

The geometry in XYZ format:
```
10
Properties=species:S:1:pos:R:3:mulliken_charge:R:1
C 3.147 -0.054 -0.040 0.79
C -0.738 -0.345 -0.073 -0.93
C 0.474 0.108 -0.391 0.20
C 1.192 1.054 0.305 -0.60
O 3.408 -1.196 -0.067 -0.30
O 2.744 1.064 -0.078 -0.21
H -1.404 -0.836 -0.823 0.23
H -1.279 0.034 0.866 0.21
H 1.041 -0.293 -1.231 0.25
H 1.041 1.359 1.302 0.36
```

---

Tell me which of them is the most stable. Sure, it is 1.

---

1.
Density functional theory data (wB97M-V/def2-TZVPD) for the molecule C4H4O2.

The orbital gap comes out at 0.3887 Ha. Its LUMO energy is 0.0 eV. The spin multiplicity is 1. Its structure (SMILES) is O=CC#CCO. The calculation puts the HOMO energy at -0.3886 Eh.

The geometry in XYZ format:
```
10
Properties=species:S:1:pos:R:3:mulliken_charge:R:1
O 3.240 0.666 -0.383 -0.42
C 2.455 -0.245 -0.507 -0.32
C 1.026 -0.068 -0.323 0.08
C -0.141 0.155 -0.107 0.57
C -1.545 0.471 0.193 -0.54
O -2.106 -0.377 1.168 -0.50
H 2.790 -1.266 -0.760 0.27
H -1.590 1.485 0.600 0.28
H -2.123 0.465 -0.743 0.27
H -2.005 -1.286 0.862 0.31
```

---

2.
Density functional theory data (wB97M-V/def2-TZVPD) for the molecule C4H4O2.

The orbital gap comes out at 0.4061 Ha. Its LUMO energy is 0.8 eV. The spin multiplicity is 1. Its structure (SMILES) is CC#CC(=O)O. The calculation puts the HOMO energy at -0.3776 Eh.

The geometry in XYZ format:
```
10
Properties=species:S:1:pos:R:3:mulliken_charge:R:1
C -1.249 1.862 -0.406 -0.99
C -0.431 0.614 0.136 0.50
C 0.179 -0.370 0.499 -0.29
C 0.974 -1.537 0.131 0.48
O 1.164 -1.907 -0.984 -0.48
O 1.501 -2.106 1.247 -0.44
H -0.941 2.709 0.204 0.30
H -2.295 1.750 -0.259 0.31
H -1.078 1.791 -1.486 0.26
H 2.177 -2.806 0.918 0.35
```

---

3.
Density functional theory data (wB97M-V/def2-TZVPD) for the molecule C4H4O2.

The orbital gap comes out at 0.3886 Ha. Its LUMO energy is 0.3 eV. The spin multiplicity is 1. Its structure (SMILES) is C#CCOC=O. The calculation puts the HOMO energy at -0.3766 Eh.

The geometry in XYZ format:
```
10
Properties=species:S:1:pos:R:3:mulliken_charge:R:1
C -0.041 1.446 -1.249 -0.16
C -1.005 1.064 -0.619 -0.37
C -1.010 -0.387 -0.216 -0.17
O -0.595 -0.528 1.142 -0.31
C 0.731 -0.503 1.353 0.20
O 1.591 -0.422 0.514 -0.48
H 0.902 1.471 -1.735 0.35
H -0.275 -0.907 -0.842 0.30
H -1.987 -0.837 -0.333 0.28
H 0.918 -0.587 2.432 0.35
```

---

4.
Density functional theory data (wB97M-V/def2-TZVPD) for the molecule C4H4O2.

The orbital gap comes out at 0.3810 Ha. Its LUMO energy is 0.7 eV. The spin multiplicity is 1. Its structure (SMILES) is COC#CC=O. The calculation puts the HOMO energy at -0.3548 Eh.

The geometry in XYZ format:
```
10
Properties=species:S:1:pos:R:3:mulliken_charge:R:1
C 1.161 -0.219 1.215 -0.56
O 0.504 -1.187 0.347 -0.38
C -0.625 -0.899 -0.149 0.69
C -1.660 -0.584 -0.757 -0.66
C -1.262 0.651 -1.462 0.20
O -0.667 1.540 -0.882 -0.49
H 1.567 -0.808 2.034 0.25
H 1.963 0.240 0.633 0.27
H 0.469 0.548 1.563 0.33
H -1.451 0.716 -2.544 0.35
```

---

Tell me which of them is the most stable. Sure, it is 2.

---

1.
Density functional theory data (wB97M-V/def2-TZVPD) for the molecule C4H4O2.

The orbital gap comes out at 0.3804 Ha. Its LUMO energy is 0.0 eV. The spin multiplicity is 1. Its structure (SMILES) is CC#CC(=O)O. The calculation puts the HOMO energy at -0.3813 Eh.

The geometry in XYZ format:
```
10
Properties=species:S:1:pos:R:3:mulliken_charge:R:1
C 2.305 1.795 -0.881 -0.73
C 0.861 1.053 -0.536 0.35
C 0.173 0.162 -0.004 -0.18
C -0.858 -0.816 0.314 0.34
O -0.641 -1.972 0.037 -0.48
O -1.978 -0.483 1.065 -0.43
H 2.913 1.396 -1.849 0.27
H 1.908 2.809 -1.413 0.25
H 3.029 1.755 0.153 0.25
H -1.781 0.516 0.931 0.34
```

---

2.
Density functional theory data (wB97M-V/def2-TZVPD) for the molecule C4H4O2.

The orbital gap comes out at 0.3915 Ha. Its LUMO energy is 0.9 eV. The spin multiplicity is 1. Its structure (SMILES) is O=C1C[C@H]2O[C@@H]12. The calculation puts the HOMO energy at -0.3571 Eh.

The geometry in XYZ format:
```
10
Properties=species:S:1:pos:R:3:mulliken_charge:R:1
O -0.380 2.281 0.070 -0.54
C -0.168 1.106 -0.013 0.24
C -1.044 -0.151 0.064 -0.43
C 0.233 -0.967 0.004 -0.12
O 0.898 -0.618 -1.211 -0.38
C 1.097 0.221 -0.082 -0.09
H -1.846 -0.372 -0.648 0.31
H -1.366 0.046 1.134 0.21
H 0.459 -1.934 0.437 0.40
H 2.116 0.388 0.245 0.41
```

---

3.
Density functional theory data (wB97M-V/def2-TZVPD) for the molecule C4H4O2.

The orbital gap comes out at 0.4226 Ha. Its LUMO energy is 0.9 eV. The spin multiplicity is 1. The calculation puts the HOMO energy at -0.3900 Eh.

The geometry in XYZ format:
```
10
Properties=species:S:1:pos:R:3:mulliken_charge:R:1
O -1.306 -2.167 0.051 -0.55
C -0.467 -1.325 -0.063 0.46
O 0.661 -1.178 0.750 -0.37
C 0.268 0.201 0.767 0.02
C 0.766 0.876 -0.429 -0.49
C -0.513 0.063 -0.564 -0.23
H -0.238 0.507 1.670 0.37
H 0.571 1.944 -0.507 0.25
H 1.710 0.545 -0.850 0.24
H -1.451 0.535 -0.825 0.32
```

---

4.
Density functional theory data (wB97M-V/def2-TZVPD) for the molecule C4H4O2.

The orbital gap comes out at 0.3432 Ha. Its LUMO energy is 0.2 eV. The spin multiplicity is 1. The calculation puts the HOMO energy at -0.3349 Eh.

The geometry in XYZ format:
```
10
Properties=species:S:1:pos:R:3:mulliken_charge:R:1
O -0.580 -1.980 -0.305 -0.53
C -0.749 -0.630 -0.152 -0.19
C 0.131 0.117 0.795 -0.07
O 1.349 -0.205 0.240 -0.39
C 0.270 0.374 -0.681 0.70
C 0.034 1.730 -0.710 -0.82
H 0.366 -2.150 -0.165 0.34
H -1.785 -0.323 -0.262 0.35
H 0.017 0.814 1.619 0.38
H 0.947 2.251 -0.379 0.22
```

---

Tell me which of them is the most stable. Sure, it is 3.

---

1.
Density functional theory data (wB97M-V/def2-TZVPD) for the molecule C4H4O2.

The orbital gap comes out at 0.4217 Ha. Its LUMO energy is 0.9 eV. The spin multiplicity is 1. Its structure (SMILES) is C#CCOC=O. The calculation puts the HOMO energy at -0.3903 Eh.

The geometry in XYZ format:
```
10
Properties=species:S:1:pos:R:3:mulliken_charge:R:1
C 2.087 -0.846 0.031 0.12
C 1.231 -0.038 -0.219 -0.33
C 0.130 0.902 -0.468 -0.53
O -1.099 0.203 -0.623 -0.32
C -1.683 -0.407 0.441 0.18
O -2.267 0.161 1.314 -0.44
H 2.857 -1.552 0.257 0.39
H 0.257 1.417 -1.422 0.26
H 0.085 1.660 0.323 0.31
H -1.598 -1.500 0.366 0.37
```

---

2.
Density functional theory data (wB97M-V/def2-TZVPD) for the molecule C4H4O2.

The orbital gap comes out at 0.3928 Ha. Its LUMO energy is 1.0 eV. The spin multiplicity is 1. Its structure (SMILES) is O=C1C[C@H]2O[C@@H]12. The calculation puts the HOMO energy at -0.3576 Eh.

The geometry in XYZ format:
```
10
Properties=species:S:1:pos:R:3:mulliken_charge:R:1
O -0.282 2.241 0.402 -0.54
C -0.139 1.109 0.038 0.39
C -1.056 -0.135 0.092 -0.61
C 0.252 -0.932 0.084 -0.06
O 0.791 -0.722 -1.203 -0.39
C 1.092 0.257 -0.209 -0.17
H -1.643 -0.322 -0.810 0.24
H -1.685 -0.166 0.984 0.29
H 0.532 -1.810 0.658 0.42
H 2.138 0.482 -0.035 0.43
```

---

3.
Density functional theory data (wB97M-V/def2-TZVPD) for C4H4O2 as an isolated structure.

The orbital gap comes out at 0.3232 Ha. Its LUMO energy is 0.3 eV. The spin multiplicity is 1. The calculation puts the HOMO energy at -0.3131 Eh.

The geometry in XYZ format:
```
10
Properties=species:S:1:pos:R:3:mulliken_charge:R:1
O -2.445 -0.110 -0.031 -0.36
C -1.389 -0.627 0.056 0.19
O -0.259 0.125 0.435 -0.15
C 0.334 1.745 -0.211 -0.52
C 0.906 -0.485 0.233 0.09
C 1.777 -1.305 0.121 -0.33
H -1.101 -1.672 -0.134 0.33
H -0.459 1.827 -0.975 0.17
H -0.035 2.303 0.661 0.18
H 2.671 -1.801 -0.154 0.40
```

---

4.
Density functional theory data (wB97M-V/def2-TZVPD) for the molecule C4H4O2.

The orbital gap comes out at 0.3643 Ha. Its LUMO energy is 0.6 eV. The spin multiplicity is 1. Its structure (SMILES) is COc1cc1=O. The calculation puts the HOMO energy at -0.3417 Eh.

The geometry in XYZ format:
```
10
Properties=species:S:1:pos:R:3:mulliken_charge:R:1
C -1.647 -0.424 0.360 -0.63
O -0.316 -0.451 0.875 -0.34
C 0.696 -0.004 0.244 0.47
C 1.137 0.670 -0.973 -0.36
C 2.078 0.257 0.044 0.28
O 3.220 0.180 0.445 -0.60
H -2.017 -1.473 0.479 0.25
H -1.829 -0.091 -0.644 0.33
H -2.276 0.078 1.057 0.27
H 0.956 1.258 -1.887 0.32
```

---

Tell me which of them is the most stable. Sure, it is 2.